# 1
Formula: C4H13NOP2
Source: the Open Molecules 2025 dataset
Level of theory: ωB97M-V/def2-TZVPD

Computed properties:
- frontier orbital gap (alpha / beta) (eV) = 7.70 / 6.37
- charge = 0
- E (eV) = -26469.03391
- 2S+1 = 3
- <S²> = 2.006

The geometry in XYZ format:
```
21
Properties=species:S:1:pos:R:3:mulliken_charge:R:1
C 2.39 -2.11 -0.58 -1.188
C -1.78 3.50 -0.95 -1.088
C 2.04 -1.40 0.76 -0.232
C 0.54 -1.51 1.17 -1.121
N -0.43 -1.01 0.18 -0.235
O -3.55 0.94 0.50 -0.385
P -0.61 0.66 0.09 -0.111
P -2.67 0.80 -0.81 0.031
H 2.00 -1.67 -1.44 0.377
H 3.41 -2.03 -0.63 0.386
H 2.08 -3.20 -0.54 0.264
H -1.22 3.76 -1.84 0.358
H -1.15 3.56 -0.06 0.434
H -2.79 4.06 -0.68 0.295
H 2.36 -0.29 0.95 0.280
H 2.50 -1.82 1.61 0.334
H 0.33 -2.58 1.15 0.355
H 0.31 -0.97 1.98 0.601
H -0.27 -1.47 -0.68 0.307
H -3.40 1.81 0.88 0.325
H -0.07 0.98 -1.07 0.015
```



# 2
Formula: C15H19IMnN3O4
Source: the Open Molecules 2025 dataset
Level of theory: ωB97M-V/def2-TZVPD

Computed properties:
- frontier orbital gap (alpha / beta) (eV) = 7.28 / 7.60
- charge = -1
- E (eV) = -67951.97995
- 2S+1 = 6
- <S²> = 8.753

The geometry in XYZ format:
```
43
Properties=species:S:1:pos:R:3:mulliken_charge:R:1
Mn 1.86 -0.11 1.20 0.881
N -0.21 1.16 3.21 -0.302
C -1.46 1.90 3.16 -0.868
C -1.50 2.74 1.89 -0.794
C -1.44 1.88 0.62 0.167
C -0.29 2.22 -0.32 -0.923
N 1.01 1.90 0.27 -0.301
H -0.27 0.29 3.71 0.209
H 0.57 1.69 3.59 0.150
H -1.63 2.55 4.04 0.413
H -2.28 1.18 3.14 0.340
H -0.65 3.43 1.92 0.302
H -2.39 3.37 1.88 0.373
H -2.37 1.97 0.06 0.507
H -1.33 0.83 0.90 -0.328
H -0.36 3.28 -0.61 0.439
H -0.38 1.64 -1.24 0.284
H 1.20 2.46 1.10 0.266
H 1.78 2.08 -0.37 0.256
O -1.33 -2.06 2.74 -0.729
C -0.35 -1.84 2.03 0.213
O 0.82 -1.49 2.38 -0.778
C -0.55 -1.98 0.53 0.502
C -1.51 -2.90 0.04 -0.660
C -1.65 -3.05 -1.30 -0.796
C -0.87 -2.26 -2.18 0.924
C -0.98 -2.34 -3.59 -0.758
C -0.22 -1.55 -4.39 -0.504
C 0.70 -0.64 -3.81 -0.759
C 0.84 -0.54 -2.46 -0.235
C 0.04 -1.35 -1.61 -0.307
N 0.19 -1.22 -0.25 0.572
H -2.09 -3.46 0.76 0.527
H -2.35 -3.77 -1.71 0.380
H -1.69 -3.05 -4.01 0.357
H -0.31 -1.61 -5.47 0.371
H 1.32 -0.02 -4.46 0.422
H 1.58 0.10 -2.01 0.507
I 3.42 1.33 2.79 -0.596
O 3.42 -1.52 0.31 -0.633
C 3.79 -0.69 -0.55 0.098
O 3.25 0.42 -0.73 -0.612
H 4.65 -0.97 -1.20 0.422
```



# 3
Formula: C4H3O2Ru
Source: the Open Molecules 2025 dataset
Level of theory: ωB97M-V/def2-TZVPD

Computed properties:
- frontier orbital gap (alpha / beta) (eV) = 8.29 / 7.65
- charge = 0
- E (eV) = -10865.36272
- 2S+1 = 6
- <S²> = 8.766

The geometry in XYZ format:
```
10
Properties=species:S:1:pos:R:3:mulliken_charge:R:1
O 1.43 -1.40 0.47 -0.629
C 0.54 -0.99 -0.60 0.095
C -0.96 -1.07 -0.30 -0.363
C -0.31 0.26 -0.31 0.096
C -0.11 1.49 0.19 0.020
H -1.25 -1.44 0.70 0.210
H -1.64 -1.37 -1.09 0.217
H -0.93 2.17 0.45 0.346
Ru 2.09 0.35 0.16 0.821
O 1.15 2.00 0.33 -0.813
```



# 4
Formula: C74H169N11O11
Source: the Open Molecules 2025 dataset
Level of theory: ωB97M-V/def2-TZVPD

Computed properties:
- frontier orbital gap (eV) = 8.76
- SMILES string = CC1(C)CCCC(C)(C)N1O.CC1(C)CCCC(C)(C)N1O.CC1(C)CCCC(C)(C)N1O.CC1(C)CCCC(C)(C)N1O.CC1(C)CCCC(C)(C)N1O.CC1(C)CCCC(C)(C)N1O.COC[C@H](C)N.COC[C@H](C)N.COC[C@H](C)N.COC[C@H](C)N.COC[C@H](C)N
- charge = 0
- E (eV) = -118379.80182

The geometry in XYZ format:
```
265
Properties=species:S:1:pos:R:3:mulliken_charge:R:1
C -2.09 2.77 7.10 -1.728
C -2.34 2.22 5.62 1.267
C -2.67 3.35 4.71 0.007
C -1.48 4.17 4.45 -1.585
C -0.30 3.39 3.98 -0.460
C 0.07 2.20 4.83 1.791
N -1.26 1.48 5.06 1.155
O -0.97 0.42 5.94 -0.504
C 0.97 1.21 4.12 -0.500
C 0.88 2.54 6.11 -1.677
C -3.56 1.24 5.69 -1.794
H -1.66 3.77 7.07 0.315
H -1.47 2.16 7.71 0.225
H -3.09 2.92 7.60 0.491
H -2.95 2.97 3.69 -1.300
H -3.58 3.91 5.04 0.612
H -1.23 4.73 5.34 0.563
H -1.71 4.98 3.77 0.853
H 0.53 4.08 3.95 0.456
H -0.49 2.97 3.05 -0.585
H 0.50 0.79 3.24 -0.338
H 1.90 1.72 3.88 -0.133
H 1.26 0.44 4.81 0.505
H 0.69 1.72 6.86 0.053
H 1.91 2.69 5.87 0.431
H 0.52 3.49 6.46 0.382
H -3.31 0.41 6.33 0.458
H -3.71 0.86 4.67 0.078
H -4.49 1.73 5.99 0.521
H -1.15 -0.39 5.42 0.288
C 1.49 -4.86 -2.22 -0.945
C 1.58 -4.21 -0.81 1.203
C 1.93 -5.35 0.11 -0.864
C 2.43 -4.81 1.51 -0.015
C 3.68 -4.03 1.21 -1.479
C 3.43 -2.80 0.39 1.983
N 2.73 -3.30 -0.79 0.227
O 2.41 -2.19 -1.62 0.898
C 2.71 -1.79 1.28 0.097
C 4.74 -2.27 -0.12 -2.823
C 0.29 -3.55 -0.36 1.106
H 0.72 -5.64 -2.30 0.158
H 2.42 -5.28 -2.48 0.715
H 1.33 -4.09 -2.96 -0.458
H 1.04 -6.01 0.21 0.207
H 2.75 -5.91 -0.43 0.344
H 2.63 -5.72 2.14 0.398
H 1.66 -4.32 2.12 -0.285
H 4.45 -4.63 0.72 0.454
H 4.22 -3.75 2.12 0.427
H 1.98 -1.03 0.87 -0.259
H 2.05 -2.39 1.90 -0.550
H 3.41 -1.23 1.92 0.026
H 5.26 -3.01 -0.73 0.404
H 4.61 -1.41 -0.73 0.343
H 5.36 -2.14 0.75 0.553
H 0.25 -2.47 -0.50 -0.687
H 0.12 -3.70 0.69 -0.979
H -0.48 -4.12 -0.91 -0.387
H 2.04 -1.49 -1.10 -0.400
C -3.26 3.56 1.07 -1.547
C -4.33 2.42 0.78 1.660
C -5.59 2.93 1.48 -1.510
C -6.72 1.88 1.13 -0.549
C -6.95 1.95 -0.37 -1.481
C -5.70 1.65 -1.23 2.217
N -4.59 2.44 -0.68 -0.033
O -3.37 1.96 -1.37 1.918
C -5.49 0.09 -1.25 -2.001
C -6.00 2.04 -2.64 -1.431
C -3.87 1.10 1.33 -0.178
H -3.57 4.52 0.71 0.633
H -2.27 3.32 0.70 -0.469
H -3.15 3.67 2.12 0.251
H -5.38 3.09 2.55 0.213
H -5.87 3.92 1.14 0.547
H -7.68 2.05 1.65 0.416
H -6.35 0.93 1.40 0.351
H -7.34 2.95 -0.45 0.326
H -7.80 1.27 -0.57 0.442
H -5.76 -0.34 -0.31 0.488
H -6.13 -0.32 -2.01 0.496
H -4.49 -0.11 -1.58 0.009
H -7.03 1.63 -2.77 0.524
H -5.90 3.13 -2.76 0.255
H -5.29 1.59 -3.39 -0.035
H -4.60 0.26 1.17 0.301
H -3.82 1.25 2.42 -0.282
H -2.96 0.74 0.84 -0.412
H -3.18 2.76 -1.91 -0.709
C 3.22 -0.72 -5.14 -1.087
C 3.88 -1.98 -5.83 1.611
C 3.34 -3.24 -5.26 -1.053
C 1.88 -3.53 -5.54 1.188
C 1.65 -3.54 -7.04 -1.904
C 2.20 -2.27 -7.75 1.704
N 3.59 -2.01 -7.31 0.013
O 4.05 -0.76 -7.82 -0.483
C 2.27 -2.51 -9.29 -1.732
C 1.18 -1.11 -7.53 -1.562
C 5.43 -1.87 -5.59 -1.841
H 2.31 -0.98 -4.63 -0.176
H 3.04 0.07 -5.93 0.154
H 3.93 -0.32 -4.46 0.613
H 3.86 -4.14 -5.59 0.567
H 3.48 -3.07 -4.18 -0.358
H 1.31 -2.73 -5.10 -1.073
H 1.58 -4.45 -5.17 0.891
H 0.62 -3.52 -7.39 0.430
H 2.00 -4.45 -7.51 0.432
H 2.86 -3.48 -9.56 0.353
H 1.27 -2.62 -9.64 0.399
H 2.81 -1.65 -9.79 0.357
H 0.30 -1.37 -8.06 0.565
H 0.95 -1.09 -6.48 0.204
H 1.69 -0.18 -7.95 0.276
H 5.52 -1.89 -4.51 0.360
H 5.68 -0.84 -5.89 0.453
H 5.98 -2.64 -6.10 0.445
H 4.67 -0.98 -8.46 0.366
C -4.88 -4.10 1.41 -1.769
C -4.73 -5.54 0.91 1.380
C -5.79 -5.62 -0.23 -1.260
C -5.55 -6.79 -1.19 -0.985
C -4.05 -6.88 -1.59 -0.857
C -3.06 -6.91 -0.42 1.442
N -3.38 -5.66 0.39 1.289
O -2.50 -5.48 1.48 -0.475
C -3.00 -8.30 0.33 -1.711
C -1.63 -6.75 -0.93 -1.403
C -5.12 -6.51 2.08 -1.661
H -4.52 -3.35 0.67 0.198
H -4.48 -3.96 2.42 0.233
H -6.00 -3.89 1.39 0.470
H -6.74 -5.60 0.28 0.575
H -5.84 -4.71 -0.82 0.393
H -6.12 -6.75 -2.11 0.529
H -5.78 -7.78 -0.71 0.318
H -3.77 -5.97 -2.12 -0.012
H -3.80 -7.79 -2.13 0.495
H -3.81 -8.96 0.19 0.377
H -2.11 -8.78 -0.09 0.482
H -2.68 -8.05 1.38 0.307
H -1.63 -5.80 -1.50 -0.544
H -0.86 -6.67 -0.11 0.300
H -1.39 -7.54 -1.70 0.520
H -4.49 -6.31 2.96 0.236
H -5.11 -7.56 1.76 0.314
H -6.08 -6.10 2.34 0.502
H -2.16 -4.56 1.44 0.135
C 6.86 1.41 2.93 -1.532
C 5.85 2.31 2.22 1.942
C 6.25 3.73 2.49 -0.968
C 7.43 4.16 1.60 -0.952
C 7.00 4.05 0.13 -1.177
C 6.62 2.54 -0.19 1.589
N 5.62 2.01 0.77 -0.075
O 5.27 0.65 0.51 0.887
C 5.93 2.57 -1.58 -2.005
C 7.90 1.70 -0.38 -1.715
C 4.47 2.16 2.90 -1.948
H 6.78 0.35 2.54 0.126
H 6.71 1.26 3.98 0.491
H 7.92 1.70 2.89 0.323
H 5.39 4.39 2.29 0.029
H 6.48 3.85 3.60 0.463
H 8.19 3.43 1.82 0.331
H 7.87 5.11 1.87 0.439
H 7.75 4.39 -0.59 0.513
H 6.18 4.76 0.01 0.254
H 6.64 2.65 -2.42 0.506
H 5.40 1.65 -1.82 0.308
H 5.20 3.37 -1.64 0.294
H 7.67 0.69 -0.60 0.249
H 8.61 2.11 -1.07 0.512
H 8.39 1.69 0.59 0.356
H 4.52 2.61 3.90 0.539
H 4.26 1.08 3.02 0.306
H 3.65 2.64 2.35 -0.064
H 6.07 0.13 0.65 0.136
C -3.85 5.22 -3.19 -1.617
C -2.58 5.74 -2.51 1.610
C -1.31 5.14 -3.15 -1.198
O -1.10 3.73 -2.82 0.093
C -0.01 3.22 -3.47 -0.786
N -2.50 7.14 -2.39 -0.661
H -3.93 5.64 -4.13 0.657
H -4.68 5.52 -2.67 0.475
H -3.76 4.15 -3.37 0.062
H -2.50 5.27 -1.45 -0.561
H -0.35 5.70 -2.82 0.294
H -1.37 5.18 -4.23 0.335
H 0.81 3.91 -3.60 0.428
H -0.25 2.94 -4.46 0.310
H 0.39 2.37 -2.90 -0.015
H -2.47 7.68 -3.25 0.272
H -1.67 7.41 -1.83 0.214
C -0.80 -4.56 5.38 -1.222
C 0.12 -3.36 5.38 0.033
C -0.12 -2.49 4.10 1.018
O -1.37 -1.92 4.23 -0.457
C -1.89 -1.44 3.02 -0.065
N 0.17 -2.63 6.68 -0.698
H -1.83 -4.14 5.28 0.180
H -0.86 -5.18 6.29 0.432
H -0.56 -5.22 4.47 0.219
H 1.18 -3.86 5.34 0.196
H 0.01 -3.21 3.31 -0.185
H 0.64 -1.68 3.94 -0.337
H -2.48 -2.15 2.40 0.168
H -1.14 -0.99 2.36 0.381
H -2.60 -0.74 3.24 -0.269
H -0.74 -2.44 7.07 0.327
H 0.47 -1.69 6.46 0.301
C 1.52 7.75 1.35 -1.432
C 0.94 7.17 2.59 1.796
C 2.08 7.05 3.59 -1.150
O 1.73 6.16 4.64 -0.034
C 2.63 6.26 5.72 -0.873
N -0.20 8.03 3.09 -0.773
H 0.82 7.62 0.53 0.237
H 2.30 7.07 0.94 0.303
H 1.87 8.78 1.54 0.365
H 0.54 6.15 2.36 -0.535
H 2.33 8.06 4.04 0.453
H 3.01 6.67 3.13 0.267
H 2.94 7.28 5.81 0.409
H 3.61 5.83 5.39 0.249
H 2.22 5.79 6.61 0.232
H -0.32 7.66 4.05 0.277
H -1.03 7.93 2.57 0.281
C -1.95 -3.93 -4.57 -1.404
C -1.90 -2.76 -3.62 2.587
C -1.89 -1.40 -4.27 -0.099
O -3.12 -1.26 -4.96 -0.460
C -3.56 0.02 -4.89 -0.578
N -3.06 -2.65 -2.63 0.045
H -1.14 -4.11 -5.24 0.030
H -2.85 -3.85 -5.22 0.347
H -2.21 -4.86 -4.06 0.163
H -1.00 -2.83 -3.01 -1.522
H -1.09 -1.17 -4.98 0.422
H -1.79 -0.61 -3.48 -0.316
H -2.76 0.71 -5.14 0.243
H -4.13 0.19 -3.91 -0.030
H -4.32 0.16 -5.70 0.335
H -3.88 -2.42 -3.20 0.328
H -3.28 -3.51 -2.16 -0.200
C 1.71 3.77 0.20 -1.152
C 1.73 2.24 0.06 2.171
C 0.28 1.62 0.07 0.431
O 0.21 0.20 -0.18 1.311
C -0.44 -0.06 -1.43 -0.419
N 2.50 1.74 -1.01 -0.231
H 2.72 4.18 0.32 0.329
H 1.08 3.95 1.12 -0.003
H 1.14 4.24 -0.58 0.347
H 2.22 1.85 1.00 -0.791
H -0.22 2.25 -0.71 -0.716
H -0.15 1.76 1.08 -0.470
H -1.38 0.49 -1.52 -0.209
H -0.66 -1.13 -1.41 -0.229
H 0.24 0.18 -2.25 0.099
H 3.30 2.31 -1.16 0.113
H 2.77 0.75 -0.75 -0.233
```